Formula: C3H5NO2
Source: the Open Molecules 2025 dataset
Level of theory: ωB97M-V with the def2-TZVPD basis set

Last column: Löwdin charge in e.
Cartesian coordinates (Å):
N -0.677 1.162 -0.776  0.082
C -0.112 0.462 0.268  -0.324
C 1.113 -0.425 0.128  -0.122
O 0.281 -1.519 0.428  0.037
C -0.852 -0.829 0.611  -0.484
O -1.927 -1.277 0.648  0.179
H -1.169 0.586 -1.455  0.111
H -0.142 1.900 -1.101  0.061
H -0.187 1.016 1.286  0.183
H 1.638 -0.663 -0.858  0.140
H 2.033 -0.413 0.821  0.137

The HOMO energy comes out at -9.79 eV. Its LUMO energy is 0.033 Ha. For the total energy, the calculation gives -8775.5923 eV. The calculation puts the relative energy (zero: lowest compared OMol25 entry of this formula, charge and spin) at 202.8 kJ/mol. As for the frontier orbital gap: 10.67 eV. As for the structure (SMILES): N[C@@H]1COC1=O.

Formula: C5H8O
Source: the Open Molecules 2025 dataset
Level of theory: ωB97M-V with the def2-TZVPD basis set

Last column: Löwdin charge in e.
Cartesian coordinates (Å):
C -1.162 -0.814 0.906  0.015
C 0.140 -0.112 0.007  -0.320
C 1.217 -0.090 0.978  -0.263
O 1.047 -0.499 2.097  0.040
C 0.522 0.044 -1.482  -0.077
C -0.191 1.130 -0.792  -0.116
H -1.957 -0.582 0.232  0.037
H -0.988 -1.883 0.968  0.059
H -1.455 -0.469 1.928  0.085
H 2.195 0.297 0.701  0.125
H 1.562 0.230 -1.739  0.106
H -0.006 -0.551 -2.207  0.099
H -1.241 1.259 -1.020  0.106
H 0.332 2.042 -0.570  0.103

The HOMO energy comes out at -9.66 eV. Its LUMO energy is 0.036 Ha. For the total energy, the calculation gives -7359.9603 eV. The calculation puts the relative energy (zero: lowest compared OMol25 entry of this formula, charge and spin) at 221.4 kJ/mol. As for the frontier orbital gap: 10.63 eV. As for the structure (SMILES): CC1(C=O)CC1.

Formula: C4H14N2O
Source: the Open Molecules 2025 dataset
Level of theory: ωB97M-V with the def2-TZVPD basis set

Last column: Mulliken spin population.
Cartesian coordinates (Å):
C 0.687 -2.129 -0.386  0.003
C 0.142 -0.670 -0.451  0.013
C 0.546 0.106 0.850  0.020
C 0.554 1.581 0.736  0.029
N -0.270 2.306 1.703  0.733
N -0.055 -3.119 -1.178  0.034
H 1.740 -2.052 -0.705  0.000
H 0.811 -2.531 0.638  0.002
H 0.603 -0.299 -1.363  0.000
H -0.937 -0.775 -0.503  0.001
H 1.473 -0.422 1.101  0.010
H -0.079 -0.188 1.695  0.002
H 1.511 2.149 0.812  0.100
H 0.137 1.973 -0.194  0.067
H -0.056 3.309 1.715  -0.012
H -0.214 2.060 2.699  -0.005
H -1.025 -2.863 -0.999  -0.001
H 0.104 -2.924 -2.163  -0.001
H -1.591 1.310 -2.040  0.000
H -1.958 1.976 -0.720  0.003
O -2.123 1.203 -1.247  0.001

The HOMO energy (spin up / spin down) comes out at -12.73 / -12.48 eV. The net charge is +1. Its LUMO energy (spin up / spin down) is -0.136 / -0.333 Ha. For the total energy, the calculation gives -9392.6782 eV. Its spin multiplicity is 2. The calculation puts the relative energy (zero: lowest compared OMol25 entry of this formula, charge and spin) at 182.5 kJ/mol. As for the frontier orbital gap (spin up / spin down): 9.04 / 3.42 eV.

Formula: C40H31KN3OP2Si
Source: the Open Molecules 2025 dataset
Level of theory: ωB97M-V with the def2-TZVPD basis set

Last column: Löwdin charge in e.
Cartesian coordinates (Å):
K 0.982 2.627 -0.033  0.598
C -2.289 2.231 3.155  -0.290
Si -1.107 1.144 2.094  0.574
C -0.318 -0.007 3.416  -0.332
C -0.507 0.142 4.790  -0.108
C 0.148 -0.664 5.715  -0.103
C 1.013 -1.657 5.284  -0.103
C 1.232 -1.824 3.921  -0.092
C 0.590 -1.002 3.003  -0.399
P 0.887 -1.122 1.199  1.063
C 1.539 -2.823 1.031  -0.383
C 0.580 -3.835 0.962  -0.109
C 0.954 -5.164 0.837  -0.095
C 2.298 -5.504 0.759  -0.104
C 3.261 -4.507 0.815  -0.091
C 2.886 -3.178 0.956  -0.090
C 2.403 -0.101 0.991  -0.408
C 2.912 0.730 1.990  -0.104
C 4.062 1.475 1.769  -0.085
C 4.728 1.399 0.553  -0.085
C 4.223 0.588 -0.454  -0.093
C 3.058 -0.135 -0.242  -0.124
C -2.420 -0.021 1.279  -0.332
C -3.369 -0.667 2.074  -0.107
C -4.374 -1.459 1.540  -0.099
C -4.458 -1.626 0.165  -0.100
C -3.524 -1.009 -0.653  -0.096
C -2.507 -0.220 -0.109  -0.399
P -1.233 0.525 -1.212  1.014
C -1.437 -0.481 -2.725  -0.385
C -0.799 -1.723 -2.713  -0.102
C -0.903 -2.583 -3.793  -0.087
C -1.630 -2.206 -4.915  -0.101
C -2.253 -0.968 -4.945  -0.092
C -2.163 -0.112 -3.855  -0.091
C -1.965 2.131 -1.718  -0.402
C -1.244 2.915 -2.622  -0.132
C -1.704 4.167 -2.999  -0.081
C -2.887 4.660 -2.464  -0.096
C -3.599 3.897 -1.550  -0.085
C -3.142 2.640 -1.175  -0.076
H -2.991 1.671 3.784  0.005
H -1.714 2.895 3.808  0.006
H -2.880 2.867 2.491  0.002
H -1.191 0.904 5.151  0.083
H -0.028 -0.518 6.775  0.093
H 1.522 -2.293 5.998  0.092
H 1.913 -2.594 3.577  0.098
H -0.473 -3.573 1.004  0.104
H 0.194 -5.933 0.790  0.098
H 2.590 -6.541 0.650  0.094
H 4.311 -4.763 0.753  0.098
H 3.648 -2.411 1.010  0.100
H 2.404 0.787 2.945  0.104
H 4.441 2.116 2.555  0.102
H 5.626 1.980 0.384  0.104
H 4.712 0.535 -1.418  0.088
H 2.659 -0.737 -1.052  0.114
H -3.317 -0.547 3.152  0.093
H -5.089 -1.943 2.196  0.094
H -5.240 -2.236 -0.270  0.094
H -3.584 -1.154 -1.724  0.095
H -0.221 -2.014 -1.842  0.089
H -0.405 -3.545 -3.764  0.100
H -1.703 -2.874 -5.764  0.095
H -2.818 -0.666 -5.819  0.098
H -2.662 0.848 -3.883  0.101
H -0.309 2.543 -3.033  0.107
H -1.128 4.759 -3.699  0.106
H -3.245 5.640 -2.751  0.097
H -4.515 4.284 -1.119  0.099
H -3.696 2.054 -0.453  0.103
O 2.321 4.195 -1.274  -0.274
N 2.647 3.148 -1.898  -0.166
C 3.521 3.259 -2.891  -0.334
C 3.898 2.063 -3.556  -0.227
N 4.213 1.096 -4.099  0.132
C 4.096 4.509 -3.265  -0.207
N 4.568 5.514 -3.568  0.134

The HOMO energy comes out at -3.71 eV. The net charge is -1. Its LUMO energy is 0.084 Ha. For the total energy, the calculation gives -91282.3070 eV. As for the frontier orbital gap: 5.98 eV.

Formula: C6H4BrCl2F
Source: the Open Molecules 2025 dataset
Level of theory: ωB97M-V with the def2-TZVPD basis set

Last column: Mulliken spin population.
Cartesian coordinates (Å):
C -0.510 0.700 -0.123  0.293
C 0.885 0.998 0.102  0.193
C -1.030 -0.529 -0.062  0.586
C 1.800 0.043 0.158  0.628
C 1.181 -1.738 -0.182  -0.003
C -0.232 -1.721 0.336  0.002
F -0.892 -2.869 -0.001  0.003
Cl 1.304 -1.949 -1.910  0.015
Cl -0.089 -1.739 2.151  0.089
Br 3.626 0.154 0.313  0.096
H -1.153 1.533 -0.356  0.038
H 1.165 2.036 0.212  0.025
H -2.074 -0.723 -0.233  0.032
H 1.854 -2.403 0.347  0.006

The HOMO energy (spin up / spin down) comes out at -6.23 / -10.26 eV. Its LUMO energy (spin up / spin down) is 0.021 / -0.110 Ha. For the total energy, the calculation gives -104086.8184 eV. Its spin multiplicity is 3. As for the frontier orbital gap (spin up / spin down): 6.81 / 7.28 eV.

Formula: C7H3FN4
Source: the Open Molecules 2025 dataset
Level of theory: ωB97M-V with the def2-TZVPD basis set

Last column: Löwdin charge in e.
Cartesian coordinates (Å):
N 1.611 2.717 -0.321  0.178
C 1.662 1.564 -0.291  -0.169
C 1.491 0.105 -0.162  -0.249
C 1.973 -0.302 1.075  -0.204
N 2.243 -0.857 2.056  0.208
C 1.072 -0.668 -1.156  -0.070
F 0.967 -1.984 -0.991  0.091
H 0.895 -0.439 -2.228  0.169
N -2.917 -1.224 -1.956  0.153
C -2.292 -0.653 -1.185  -0.264
C -1.606 0.122 -0.267  -0.146
C -1.477 0.027 1.015  -0.182
N -1.064 0.028 2.114  0.228
H -1.100 1.014 -0.635  0.121
H -1.459 0.550 2.932  0.136

The HOMO energy (spin up / spin down) comes out at -9.72 / -9.72 eV. Its LUMO energy (spin up / spin down) is -0.035 / -0.035 Ha. For the total energy, the calculation gives -15981.1028 eV. The calculation puts the relative energy (zero: lowest compared OMol25 entry of this formula, charge and spin) at 24.6 kJ/mol. As for the frontier orbital gap (spin up / spin down): 8.77 / 8.77 eV. As for the structure (SMILES): N#CC(C#N)=CF.N#CC=C=N.

Formula: C23H29N7O2
Source: the Open Molecules 2025 dataset
Level of theory: ωB97M-V with the def2-TZVPD basis set

Last column: Löwdin charge in e.
Cartesian coordinates (Å):
C 3.060 0.306 -0.746  -0.077
C 3.736 1.661 -0.547  -0.233
N 2.823 2.627 0.058  -0.232
C 3.109 2.922 1.451  -0.247
C 4.347 3.788 1.708  -0.077
C 2.554 3.796 -0.765  -0.205
C 1.569 3.478 -1.895  -0.154
C 0.157 3.219 -1.367  -0.177
N 0.147 2.108 -0.450  0.085
C -0.659 1.051 -0.588  -0.312
N -1.613 0.989 -1.466  0.174
C -2.420 -0.109 -1.514  -0.215
C -3.441 -0.164 -2.463  0.067
C -4.295 -1.247 -2.568  -0.183
O -5.223 -1.119 -3.552  -0.062
C -6.195 -2.108 -3.806  -0.074
C -4.137 -2.349 -1.683  -0.184
O -4.999 -3.411 -1.810  -0.121
C -4.849 -4.501 -0.935  -0.080
C -3.133 -2.308 -0.740  0.044
C -2.275 -1.211 -0.642  -0.089
C -1.225 -1.121 0.307  -0.197
N -0.791 -1.931 1.254  0.200
C 0.247 -1.260 1.806  -0.302
C 1.037 -1.791 2.897  -0.142
C 0.772 -3.053 3.427  -0.013
C 1.561 -3.515 4.465  -0.058
C 2.583 -2.700 4.932  -0.153
N 2.842 -1.500 4.437  0.061
C 2.089 -1.058 3.449  -0.095
N 0.483 -0.078 1.254  0.163
N -0.451 0.013 0.299  0.038
H 2.636 -0.042 0.193  0.045
H 3.786 -0.425 -1.095  0.073
H 2.260 0.374 -1.479  0.064
H 4.090 2.036 -1.513  0.116
H 4.616 1.519 0.089  0.110
H 2.231 3.422 1.872  0.118
H 3.223 1.965 1.966  0.105
H 5.238 3.331 1.284  0.066
H 4.497 3.902 2.778  0.073
H 4.226 4.776 1.270  0.066
H 2.113 4.567 -0.127  0.122
H 3.478 4.211 -1.201  0.120
H 1.916 2.606 -2.450  0.107
H 1.534 4.324 -2.583  0.113
H -0.534 2.990 -2.181  0.111
H -0.204 4.114 -0.845  0.121
H 0.995 2.003 0.110  0.097
H -3.576 0.662 -3.141  0.128
H -6.843 -2.272 -2.943  0.095
H -6.786 -1.714 -4.633  0.094
H -5.742 -3.056 -4.103  0.095
H -3.870 -4.977 -1.048  0.098
H -5.628 -5.208 -1.218  0.095
H -4.990 -4.204 0.109  0.099
H -2.973 -3.117 -0.048  0.111
H -0.037 -3.638 3.018  0.109
H 1.389 -4.485 4.904  0.100
H 3.229 -3.019 5.740  0.102
H 2.319 -0.072 3.070  0.097

The HOMO energy comes out at -7.53 eV. Its LUMO energy is 0.022 Ha. For the total energy, the calculation gives -38847.4532 eV. The calculation puts the relative energy (zero: lowest compared OMol25 entry of this formula, charge and spin) at 0.0 kJ/mol. As for the frontier orbital gap: 8.13 eV. As for the structure (SMILES): CCN(CC)CCCNc1nc2cc(OC)c(OC)cc2c2nc(-c3cccnc3)nn12.

Formula: C41H37ClNP2SZr
Source: the Open Molecules 2025 dataset
Level of theory: ωB97M-V with the def2-TZVPD basis set

Last column: Löwdin charge in e.
Cartesian coordinates (Å):
Zr 0.641 -0.014 -0.676  0.987
Cl 0.154 0.060 -3.145  0.047
P -0.028 2.505 -0.180  0.982
P -0.062 -2.483 -0.096  0.959
C 0.038 3.452 1.390  -0.378
C -1.542 3.222 -0.971  -0.382
C 1.345 3.244 -1.153  -0.397
C 1.488 -3.424 -0.483  -0.377
C -0.583 -3.319 1.458  -0.391
C -1.270 -3.101 -1.315  -0.416
C 1.143 4.230 1.755  -0.061
C 1.205 4.796 3.025  -0.047
C 0.155 4.651 3.929  -0.046
C -0.999 3.962 3.520  -0.061
C -1.060 3.360 2.258  -0.110
H 1.952 4.407 1.041  0.111
H 2.082 5.374 3.309  0.125
H 0.208 5.092 4.927  0.127
H -1.846 3.902 4.192  0.117
H -1.961 2.836 1.932  0.115
C 2.647 2.819 -0.879  -0.176
C 3.707 3.236 -1.681  -0.056
C 3.481 4.087 -2.765  -0.020
C 2.187 4.579 -2.992  -0.017
C 1.120 4.178 -2.182  -0.038
H 2.859 2.135 -0.042  0.042
H 4.717 2.897 -1.431  0.126
H 4.322 4.412 -3.393  0.133
H 2.029 5.303 -3.796  0.130
H 0.108 4.559 -2.327  0.112
C -1.999 4.513 -0.659  -0.081
C -3.185 4.996 -1.220  -0.034
C -3.919 4.202 -2.101  -0.028
C -3.419 2.951 -2.467  -0.050
C -2.228 2.464 -1.930  -0.119
H -1.432 5.139 0.039  0.122
H -3.519 5.996 -0.966  0.124
H -4.858 4.571 -2.521  0.130
H -3.955 2.342 -3.186  0.118
H -1.814 1.497 -2.260  0.019
C -1.795 -4.014 1.561  -0.056
C -2.212 -4.516 2.795  -0.037
C -1.408 -4.378 3.926  -0.032
C -0.142 -3.793 3.791  -0.052
C 0.277 -3.263 2.565  -0.133
H -2.407 -4.174 0.666  0.116
H -3.153 -5.053 2.862  0.126
H -1.729 -4.783 4.890  0.129
H 0.540 -3.776 4.637  0.119
H 1.288 -2.852 2.436  0.105
C 2.485 -2.804 -1.238  -0.133
C 3.705 -3.468 -1.409  -0.046
C 3.930 -4.745 -0.894  -0.021
C 2.896 -5.388 -0.207  -0.023
C 1.678 -4.738 -0.004  -0.070
H 2.351 -1.817 -1.748  0.015
H 4.471 -2.968 -1.996  0.121
H 4.882 -5.256 -1.075  0.133
H 3.031 -6.409 0.144  0.129
H 0.870 -5.237 0.542  0.125
C -1.011 -4.212 -2.125  -0.053
C -1.908 -4.558 -3.144  -0.026
C -3.075 -3.807 -3.346  -0.026
C -3.349 -2.727 -2.499  -0.052
C -2.452 -2.376 -1.493  -0.138
H -0.094 -4.783 -1.960  0.108
H -1.712 -5.433 -3.767  0.127
H -3.790 -4.094 -4.132  0.133
H -4.281 -2.170 -2.613  0.122
H -2.652 -1.516 -0.845  0.099
H 3.017 -0.053 -2.589  0.044
H 2.594 -0.093 -3.285  0.039
S 2.147 -0.001 1.381  0.628
C 1.166 0.312 2.839  -0.610
N -0.130 -0.140 2.951  0.084
C -0.875 0.162 4.071  0.006
C -0.300 0.878 5.107  0.000
C 1.033 1.293 5.029  0.037
C 1.751 1.006 3.871  -0.054
H -0.592 -0.767 2.276  0.117
H -1.897 -0.193 3.981  0.152
H -0.943 1.142 5.941  0.139
H 1.456 1.887 5.831  0.144
H 2.775 1.300 3.680  0.126

The HOMO energy comes out at -16.50 eV. The net charge is +3. Its LUMO energy is -0.399 Ha. For the total energy, the calculation gives -87798.2691 eV. As for the frontier orbital gap: 5.64 eV.

Q: Number 1 is which compound?
A: C3H5NO2